[1]
{
  "formula": "C4H6N2",
  "method": "ωB97M-V with the def2-TZVPD basis set",
  "elements": ["C", "C", "C", "C", "N", "N", "H", "H", "H", "H", "H", "H"],
  "xyz": [[-1.463, -0.233, -0.077], [-0.334, -0.179, 0.750], [0.809, -0.998, 0.445], [1.534, -0.140, -0.326], [0.941, 1.115, -0.397], [0.166, 1.124, 0.798], [-2.222, 0.547, -0.012], [-0.336, 0.539, -1.012], [-1.827, -1.191, -0.442], [0.894, -2.072, 0.523], [2.386, -0.351, -0.961], [-0.549, 1.838, 0.710]],
  "forces_ev_per_a": [[-0.1, -0.1, 0.2], [-0.1, 0.0, -0.3], [0.1, 0.0, 0.0], [0.0, -0.1, -0.1], [0.1, -0.1, -0.1], [-0.2, 0.1, 0.1], [0.2, -0.1, 0.0], [0.2, 0.0, 0.1], [0.1, 0.1, 0.1], [0.0, 0.2, 0.0], [-0.1, 0.0, 0.1], [0.1, -0.1, 0.0]],
  "mulliken_charge": [-0.946, 0.488, -0.390, -0.273, -0.572, -0.293, 0.282, 0.350, 0.282, 0.395, 0.378, 0.299],
  "lumo_energy_ev": 0.433,
  "total_charge": 0,
  "homo_lumo_gap_ev": 9.2289,
  "e_homo_ev": -8.8
}


[2]
{
  "formula": "C23H43CeN2O2P3",
  "method": "ωB97M-V with the def2-TZVPD basis set",
  "elements": ["Ce", "P", "P", "P", "H", "C", "C", "H", "C", "C", "C", "C", "C", "C", "C", "C", "C", "H", "H", "H", "H", "H", "H", "H", "H", "H", "H", "H", "H", "H", "H", "H", "H", "H", "H", "H", "H", "H", "H", "H", "H", "H", "H", "H", "H", "H", "C", "C", "C", "C", "C", "C", "O", "H", "H", "H", "H", "H", "H", "N", "C", "O", "C", "C", "C", "C", "N", "C", "H", "H", "H", "H", "H", "H"],
  "xyz": [[0.232, 0.075, -1.184], [0.771, 2.709, -1.562], [-2.151, 1.248, 0.303], [2.682, -1.436, -1.612], [-2.932, -1.587, -1.768], [-2.322, -2.510, -1.734], [-1.910, -2.983, -0.563], [-2.374, -2.718, 0.397], [-0.095, 3.147, -3.110], [0.482, 4.160, -0.505], [2.564, 3.029, -1.691], [-3.337, 0.122, 1.127], [-1.797, 2.390, 1.700], [-3.311, 2.259, -0.680], [2.516, -3.220, -1.205], [4.177, -1.188, -0.601], [3.271, -1.409, -3.343], [-2.015, -2.943, -2.692], [-1.019, -3.618, -0.510], [0.177, 4.197, -3.289], [-1.190, 3.065, -2.956], [0.184, 2.559, -4.012], [0.852, 5.052, -1.033], [1.064, 3.980, 0.406], [-0.571, 4.265, -0.255], [2.690, 4.035, -2.107], [3.045, 2.316, -2.360], [2.979, 2.990, -0.678], [-4.334, 0.582, 1.114], [-3.047, -0.039, 2.173], [-3.372, -0.844, 0.609], [-2.702, 2.959, 1.957], [-0.998, 3.090, 1.439], [-1.483, 1.807, 2.573], [-4.099, 2.649, -0.023], [-3.774, 1.637, -1.459], [-2.784, 3.091, -1.168], [3.019, -3.845, -1.960], [1.454, -3.503, -1.171], [2.937, -3.416, -0.201], [4.974, -1.862, -0.938], [3.932, -1.392, 0.458], [4.549, -0.168, -0.678], [4.148, -2.044, -3.552], [3.542, -0.369, -3.584], [2.456, -1.679, -4.028], [-0.542, -0.515, -4.773], [-0.893, 0.540, -5.642], [-0.636, 0.357, -6.991], [-0.156, -0.877, -7.422], [0.004, -1.960, -6.552], [-0.194, -1.811, -5.174], [-0.398, -0.133, -3.427], [-0.328, 0.869, -3.453], [-1.260, 1.481, -5.235], [-0.815, 1.209, -7.645], [0.032, -0.997, -8.484], [0.304, -2.930, -6.958], [-0.140, -2.676, -4.493], [3.956, 0.901, 4.690], [3.600, 0.942, 3.382], [4.326, 1.407, 2.500], [2.253, 0.381, 3.078], [1.382, -0.202, 4.006], [0.213, -0.765, 3.514], [-0.052, -0.774, 2.155], [0.774, -0.204, 1.247], [1.898, 0.397, 1.718], [4.853, 1.269, 4.966], [3.379, 0.485, 5.398], [1.578, -0.232, 5.076], [-0.513, -1.215, 4.178], [-0.948, -1.246, 1.762], [2.542, 0.874, 0.968]],
  "forces_ev_per_a": [[-1.0, -2.3, 1.3], [0.6, 2.3, 0.3], [-0.8, 0.6, 0.7], [1.7, -1.4, 0.0], [-0.5, -1.1, -0.1], [0.1, 1.2, -0.4], [1.0, 0.1, 0.6], [0.4, 0.2, -0.5], [0.1, 0.1, -0.4], [-0.5, -0.2, 0.2], [-0.1, -0.3, -0.8], [0.0, -0.4, -0.1], [0.3, 0.0, -0.1], [0.1, 0.0, -0.5], [-0.8, -0.4, 0.1], [0.1, 0.6, 0.3], [-0.1, 0.5, -0.4], [0.2, 0.4, 0.4], [-0.9, -0.6, 0.0], [-0.3, -0.2, -0.3], [0.5, 0.2, -0.1], [0.1, 0.4, 0.5], [-0.1, -0.3, 0.2], [-0.2, 0.3, -0.1], [0.0, 0.2, 0.0], [0.1, -0.2, 0.1], [0.3, 0.0, 0.1], [0.1, -0.1, -0.2], [0.2, -0.2, 0.0], [-0.1, 0.0, -0.3], [-0.2, 0.2, 0.2], [0.2, -0.2, -0.1], [-0.2, -0.1, 0.2], [0.0, 0.2, -0.1], [0.2, 0.0, -0.2], [0.0, 0.2, 0.1], [-0.2, -0.1, 0.1], [-0.1, 0.3, 0.3], [0.3, -0.2, -0.1], [-0.2, 0.1, -0.6], [-0.3, 0.0, 0.1], [0.2, 0.1, -0.5], [0.1, 0.1, 0.1], [-0.4, 0.1, 0.3], [0.0, -0.3, 0.0], [0.2, -0.1, 0.2], [-0.1, 0.1, -1.5], [0.9, -1.1, 0.6], [-0.3, 0.1, 0.3], [-0.2, 0.0, -0.4], [-0.1, 0.0, -0.1], [-0.3, 0.7, -0.1], [-0.2, 1.4, 1.1], [-0.4, -1.2, -0.6], [0.0, -0.2, -0.2], [0.1, -0.5, -0.2], [0.1, -0.1, 0.2], [-0.2, 0.4, 0.2], [0.3, 0.7, -0.2], [-0.2, 0.0, -0.6], [1.6, 0.9, 0.6], [-1.2, -0.6, 0.6], [-0.4, -0.2, -0.9], [0.1, 0.2, -0.7], [-0.4, -0.2, -0.1], [0.4, 0.1, 0.0], [0.4, 0.3, 0.8], [-0.6, -0.6, 0.2], [0.0, 0.0, -0.1], [0.2, 0.1, 0.0], [0.0, 0.0, -0.3], [0.1, 0.0, 0.0], [0.1, 0.0, 0.1], [0.0, -0.2, 0.5]],
  "lowdin_spin": [1.017, -0.001, -0.002, -0.003, 0.000, 0.000, 0.000, 0.000, 0.000, 0.000, 0.000, -0.001, 0.000, 0.000, 0.000, -0.001, 0.000, 0.000, 0.000, 0.000, 0.000, 0.000, 0.000, 0.000, 0.000, 0.000, 0.000, 0.000, 0.000, 0.000, 0.000, 0.000, 0.000, 0.000, 0.000, 0.000, 0.000, 0.000, 0.000, 0.000, 0.000, 0.000, 0.000, 0.000, 0.000, 0.000, 0.000, 0.000, 0.000, 0.000, 0.000, 0.000, -0.003, 0.000, 0.000, 0.000, 0.000, 0.000, 0.000, 0.000, 0.000, 0.000, 0.000, 0.000, 0.000, 0.000, -0.003, 0.000, 0.000, 0.000, 0.000, 0.000, 0.000, 0.000],
  "lumo_energy_ev": [-9.592, -9.516],
  "total_charge": 3,
  "s_squared": 0.7509,
  "homo_lumo_gap_ev": [7.1775, 7.2549],
  "spin_multiplicity": 2,
  "e_homo_ev": [-16.8, -16.8]
}


[3]
{
  "formula": "C16H24BIIrN6",
  "method": "ωB97M-V with the def2-TZVPD basis set",
  "elements": ["Ir", "C", "C", "C", "C", "C", "N", "N", "B", "N", "N", "C", "C", "C", "C", "C", "N", "N", "C", "C", "C", "C", "C", "H", "H", "H", "H", "H", "H", "H", "H", "H", "H", "H", "H", "H", "H", "H", "H", "H", "H", "H", "H", "H", "H", "I", "C", "H", "H"],
  "xyz": [[0.038, 1.697, -0.859], [3.042, 1.039, -2.689], [2.568, -0.009, -1.744], [3.114, -1.253, -1.444], [2.263, -1.836, -0.511], [2.385, -3.165, 0.150], [1.262, -0.975, -0.272], [1.454, 0.134, -1.024], [0.012, -1.143, 0.621], [0.012, -0.011, 1.655], [0.011, 1.279, 1.263], [0.001, 2.056, 2.347], [0.013, 3.543, 2.269], [-0.011, 1.232, 3.472], [0.000, -0.071, 2.998], [0.007, -1.338, 3.779], [-1.224, -0.981, -0.279], [-1.395, 0.111, -1.055], [-2.508, -0.043, -1.775], [-2.979, 0.965, -2.762], [-3.075, -1.272, -1.438], [-2.235, -1.841, -0.493], [-2.368, -3.159, 0.187], [3.981, 0.735, -3.143], [3.196, 1.988, -2.174], [2.308, 1.196, -3.481], [4.013, -1.679, -1.854], [3.298, -3.651, -0.182], [1.539, -3.806, -0.100], [2.415, -3.061, 1.234], [0.008, -2.198, 1.158], [-0.039, 3.874, 1.233], [0.925, 3.940, 2.716], [-0.834, 3.959, 2.813], [-0.023, 1.539, 4.504], [0.017, -1.104, 4.840], [0.884, -1.943, 3.547], [-0.873, -1.945, 3.566], [-2.213, 1.718, -2.940], [-3.882, 1.462, -2.407], [-3.220, 0.478, -3.706], [-3.978, -1.697, -1.842], [-3.281, -3.647, -0.144], [-2.407, -3.041, 1.270], [-1.524, -3.808, -0.050], [-1.840, 4.237, -1.214], [0.116, 3.601, -1.803], [0.847, 4.270, -1.355], [0.176, 3.621, -2.886]],
  "forces_ev_per_a": [[-1.7, -0.9, 1.1], [0.0, 0.0, 0.0], [0.0, 0.1, -0.1], [-0.1, -0.1, 0.1], [0.2, 0.2, -0.3], [-0.1, 0.0, 0.0], [0.1, -0.2, 0.1], [-1.0, 1.7, -0.1], [0.0, 0.4, -0.2], [0.0, -0.3, 0.4], [-0.1, -0.2, -1.5], [0.0, 0.2, -0.1], [0.0, -0.1, 0.0], [0.0, -0.1, -0.1], [0.0, 0.4, 0.1], [0.0, -0.1, -0.1], [-0.2, -0.5, 0.2], [1.2, 0.8, 0.6], [0.0, 0.1, -0.1], [0.0, 0.0, 0.0], [0.1, 0.0, 0.1], [-0.3, 0.2, -0.3], [0.1, 0.0, 0.1], [0.0, 0.0, 0.0], [0.0, 0.0, 0.0], [0.0, 0.0, 0.0], [0.0, 0.0, 0.0], [0.0, 0.0, 0.0], [0.0, 0.0, 0.0], [0.0, 0.0, 0.0], [0.0, -0.1, 0.0], [0.0, 0.1, 0.1], [0.0, 0.0, 0.0], [0.0, 0.0, 0.0], [0.0, 0.0, 0.0], [0.0, 0.0, 0.0], [0.0, 0.0, 0.0], [0.0, 0.0, 0.0], [-0.1, 0.0, -0.1], [0.0, 0.0, 0.0], [0.0, 0.0, 0.0], [0.0, 0.0, 0.0], [0.0, 0.0, 0.0], [0.0, 0.0, 0.0], [0.0, 0.0, 0.0], [0.5, -0.9, 0.3], [1.3, -0.9, -0.3], [-0.1, 0.1, -0.1], [-0.1, 0.2, 0.0]],
  "mulliken_charge": [1.129, -1.395, 0.763, -1.195, 0.805, -1.277, 0.764, -0.408, -0.964, 0.998, -0.725, 0.624, -1.068, -1.210, 0.892, -1.273, 0.921, -0.638, 0.671, -1.289, -1.202, 0.886, -1.291, 0.370, 0.284, 0.271, 0.459, 0.357, 0.262, 0.260, -0.084, 0.062, 0.306, 0.315, 0.484, 0.352, 0.258, 0.253, 0.200, 0.259, 0.370, 0.479, 0.352, 0.256, 0.263, 0.150, -1.121, 0.528, 0.533],
  "lumo_energy_ev": [-4.595, -4.717],
  "total_charge": 1,
  "homo_lumo_gap_ev": [7.1213, 7.0189],
  "e_homo_ev": [-11.7, -11.7]
}


Which energy relative to the best compared isomer or geometry (same formula, charge and spin) belongs to each record? In order, 508.4 0.0 168.5 kJ/mol.